Record 1
{
  "formula": "C20H20N3O6S",
  "method": "the ωB97M-V functional and the def2-TZVPD basis",
  "symbols": ["C", "C", "O", "C", "N", "N", "C", "O", "O", "C", "C", "O", "H", "H", "H", "H", "H", "H", "H", "H", "H", "H", "C", "C", "C", "C", "S", "C", "C", "C", "C", "C", "C", "N", "C", "C", "O", "O", "C", "C", "H", "H", "H", "H", "H", "H", "H", "H", "H", "H"],
  "coordinates": [[1.591, 3.583, 2.972], [1.072, 3.515, 1.556], [0.412, 2.222, 1.414], [-0.103, 2.052, 0.178], [-0.675, 0.746, 0.184], [-1.240, 0.451, -0.898], [-2.562, -0.105, -0.767], [-3.211, -0.353, 0.240], [-2.967, -0.288, -2.031], [-4.132, -1.154, -2.152], [-4.433, -1.213, -3.636], [-0.064, 2.872, -0.719], [2.244, 4.449, 3.092], [0.773, 3.707, 3.692], [2.172, 2.696, 3.250], [0.342, 4.307, 1.349], [1.886, 3.592, 0.819], [-3.891, -2.153, -1.743], [-4.960, -0.728, -1.566], [-5.176, -1.981, -3.861], [-4.841, -0.260, -3.993], [-3.531, -1.446, -4.213], [4.933, 1.949, -1.429], [3.644, 2.168, -1.921], [2.638, 1.218, -1.719], [2.940, 0.044, -1.034], [1.714, -1.262, -0.872], [0.700, -0.751, 0.446], [-0.238, -1.630, 1.061], [-0.879, -1.145, 2.230], [-1.901, -1.871, 2.798], [-2.335, -3.068, 2.212], [-3.443, -3.739, 2.824], [-4.354, -4.244, 3.358], [-1.693, -3.569, 1.071], [-0.623, -2.886, 0.510], [0.900, -1.216, -2.066], [2.500, -2.428, -0.546], [4.216, -0.173, -0.509], [5.209, 0.784, -0.706], [5.723, 2.685, -1.604], [3.408, 3.071, -2.483], [1.636, 1.384, -2.110], [1.119, 0.069, 1.021], [-0.566, -0.173, 2.629], [-2.391, -1.468, 3.684], [-2.063, -4.499, 0.639], [-0.130, -3.276, -0.383], [4.429, -1.093, 0.030], [6.204, 0.606, -0.298]],
  "homo_lumo_gap_ev": 6.4,
  "lumo_energy_ev": 2.50,
  "multiplicity": 1,
  "charge": -1,
  "e_tot_ha": -1787.972667,
  "de_lowest_kcal_mol": 0.00,
  "homo_ha": -0.14294
}

Record 2
{
  "formula": "C10H13HoNO5",
  "method": "the ωB97M-V functional and the def2-TZVPD basis",
  "symbols": ["Ho", "O", "C", "C", "O", "C", "O", "C", "O", "C", "H", "H", "C", "H", "H", "C", "N", "C", "C", "C", "O", "H", "H", "H", "H", "H", "H", "H", "H", "H"],
  "coordinates": [[-0.173, 0.135, 0.372], [1.139, -0.673, -2.811], [0.799, -0.475, -1.722], [-1.647, 2.111, 0.851], [-2.330, 2.980, 1.170], [-1.663, -0.899, -1.218], [-2.357, -1.318, -2.039], [1.759, 1.419, -0.274], [2.616, 2.096, -0.626], [-0.268, 1.989, -3.285], [0.823, 2.084, -3.336], [-0.729, 1.278, -3.982], [-1.001, 2.761, -2.484], [-2.085, 2.629, -2.393], [-0.569, 3.594, -1.918], [1.106, -3.416, 4.496], [0.570, -2.379, 3.592], [-0.511, -1.499, 4.044], [1.082, -2.246, 2.390], [2.130, -3.146, 1.835], [0.573, -1.336, 1.615], [0.586, -3.318, 5.448], [2.193, -3.274, 4.644], [0.921, -4.418, 4.066], [-0.212, -0.433, 4.034], [-1.423, -1.651, 3.437], [-0.731, -1.791, 5.077], [1.702, -3.826, 1.081], [2.882, -2.555, 1.303], [2.654, -3.759, 2.580]],
  "homo_lumo_gap_ev": [6.7, 6.8],
  "lumo_energy_ev": [-13.44, -13.36],
  "multiplicity": 5,
  "charge": 3,
  "e_tot_ha": -1766.721856,
  "de_lowest_kcal_mol": 15.24,
  "homo_ha": [-0.74150, -0.74201]
}

Record 3
{
  "formula": "C26H35N5O2",
  "method": "the ωB97M-V functional and the def2-TZVPD basis",
  "symbols": ["C", "N", "C", "C", "O", "C", "C", "O", "C", "H", "H", "H", "H", "H", "H", "H", "H", "H", "H", "H", "H", "H", "H", "H", "C", "C", "C", "N", "C", "C", "H", "H", "H", "H", "H", "C", "C", "C", "N", "C", "C", "H", "H", "H", "H", "H", "C", "C", "C", "N", "C", "C", "H", "H", "H", "H", "H", "C", "C", "C", "N", "C", "C", "H", "H", "H", "H", "H"],
  "coordinates": [[3.605, -0.466, 1.352], [3.000, 0.931, 1.329], [2.370, 1.232, -0.047], [0.850, 1.758, 0.261], [-0.197, 1.206, -0.609], [-0.423, -0.229, -0.393], [-1.317, -0.614, 0.924], [-1.686, 0.514, 1.790], [-2.817, 1.289, 1.259], [4.105, -0.720, 0.324], [2.761, -1.235, 1.628], [4.429, -0.549, 2.181], [3.759, 1.635, 1.514], [2.979, 2.162, -0.481], [2.366, 0.306, -0.763], [0.643, 1.633, 1.419], [0.848, 2.937, 0.074], [-1.045, -0.612, -1.337], [0.574, -0.884, -0.414], [-2.266, -1.242, 0.569], [-0.662, -1.374, 1.564], [-3.642, 0.647, 0.732], [-3.231, 1.935, 2.172], [-2.399, 2.084, 0.486], [-6.207, -3.726, 2.035], [-6.043, -4.105, 0.707], [-5.014, -3.525, -0.018], [-4.162, -2.607, 0.489], [-4.347, -2.258, 1.781], [-5.344, -2.785, 2.586], [-7.001, -4.160, 2.635], [-6.700, -4.835, 0.247], [-4.843, -3.790, -1.058], [-3.651, -1.518, 2.164], [-5.445, -2.469, 3.618], [-1.434, 1.233, -5.454], [-1.058, 1.081, -4.124], [-1.156, 2.179, -3.285], [-1.593, 3.393, -3.684], [-1.950, 3.511, -4.982], [-1.891, 2.471, -5.895], [-1.372, 0.395, -6.142], [-0.697, 0.130, -3.750], [-0.877, 2.110, -2.237], [-2.296, 4.498, -5.278], [-2.192, 2.622, -6.926], [2.563, 1.454, 4.349], [3.526, 2.310, 4.872], [3.290, 2.883, 6.112], [2.174, 2.661, 6.841], [1.257, 1.827, 6.306], [1.405, 1.204, 5.077], [2.714, 0.985, 3.381], [4.439, 2.526, 4.329], [4.012, 3.556, 6.564], [0.369, 1.667, 6.911], [0.636, 0.542, 4.697], [3.429, -2.750, -4.382], [4.267, -2.811, -3.274], [4.074, -1.892, -2.255], [3.120, -0.936, -2.276], [2.323, -0.901, -3.366], [2.436, -1.778, -4.433], [3.550, -3.455, -5.200], [5.052, -3.556, -3.205], [4.700, -1.900, -1.368], [1.566, -0.122, -3.360], [1.767, -1.705, -5.282]],
  "homo_lumo_gap_ev": 9.3,
  "lumo_energy_ev": 0.62,
  "multiplicity": 1,
  "e_tot_ha": -1435.793314,
  "de_lowest_kcal_mol": 160.48,
  "homo_ha": -0.32084,
  "smiles": "CNCCOCCOC.c1ccncc1.c1ccncc1.c1ccncc1.c1ccncc1"
}

Record 4
{
  "formula": "C15H21Cl2N2PdS5",
  "method": "the ωB97M-V functional and the def2-TZVPD basis",
  "symbols": ["Pd", "Cl", "C", "C", "C", "C", "C", "Cl", "C", "S", "H", "H", "H", "C", "C", "S", "C", "C", "S", "C", "C", "S", "H", "H", "H", "H", "H", "H", "H", "H", "H", "H", "H", "H", "S", "C", "N", "C", "C", "N", "H", "H", "H", "H", "H", "H"],
  "coordinates": [[1.735, -1.148, -1.318], [-1.714, 0.790, -1.414], [-1.508, 2.593, -1.461], [-2.575, 3.288, -2.003], [-2.688, 4.656, -1.901], [-1.652, 5.389, -1.347], [-0.503, 4.732, -0.952], [0.787, 5.765, -0.395], [-0.325, 3.322, -1.027], [1.213, 2.679, -0.553], [-3.361, 2.703, -2.466], [-3.580, 5.149, -2.268], [-1.718, 6.462, -1.237], [3.163, -0.668, 3.076], [1.904, -1.535, 3.094], [0.972, -1.478, 1.526], [1.124, -3.177, 0.911], [2.528, -3.656, 0.563], [3.212, -3.027, -1.022], [4.674, -2.088, -0.446], [4.391, -0.906, 0.481], [4.585, -1.406, 2.226], [3.518, -0.512, 4.096], [2.953, 0.306, 2.632], [1.220, -1.135, 3.846], [2.142, -2.567, 3.356], [0.485, -3.171, 0.027], [0.686, -3.858, 1.646], [2.525, -4.746, 0.487], [3.240, -3.370, 1.334], [5.126, -1.746, -1.377], [5.362, -2.790, 0.031], [3.383, -0.523, 0.314], [5.098, -0.099, 0.290], [0.147, 0.400, -1.325], [-2.376, 0.507, -0.037], [-2.646, 0.434, -2.493], [-5.359, -1.214, -1.338], [-5.384, -1.044, -0.027], [-2.975, 0.143, 1.008], [-3.002, 0.104, -3.359], [-4.927, -2.100, -1.787], [-5.741, -0.462, -2.017], [-4.984, -1.778, 0.657], [-5.808, -0.151, 0.418], [-3.351, 0.935, 1.553]],
  "homo_lumo_gap_ev": 4.9,
  "lumo_energy_ev": 2.33,
  "multiplicity": 1,
  "charge": -1,
  "e_tot_ha": -3732.348328,
  "de_lowest_kcal_mol": 400.72,
  "homo_ha": -0.09624
}

What did the second record say?
{
  "formula": "C10H13HoNO5",
  "method": "the ωB97M-V functional and the def2-TZVPD basis",
  "symbols": ["Ho", "O", "C", "C", "O", "C", "O", "C", "O", "C", "H", "H", "C", "H", "H", "C", "N", "C", "C", "C", "O", "H", "H", "H", "H", "H", "H", "H", "H", "H"],
  "coordinates": [[-0.173, 0.135, 0.372], [1.139, -0.673, -2.811], [0.799, -0.475, -1.722], [-1.647, 2.111, 0.851], [-2.330, 2.980, 1.170], [-1.663, -0.899, -1.218], [-2.357, -1.318, -2.039], [1.759, 1.419, -0.274], [2.616, 2.096, -0.626], [-0.268, 1.989, -3.285], [0.823, 2.084, -3.336], [-0.729, 1.278, -3.982], [-1.001, 2.761, -2.484], [-2.085, 2.629, -2.393], [-0.569, 3.594, -1.918], [1.106, -3.416, 4.496], [0.570, -2.379, 3.592], [-0.511, -1.499, 4.044], [1.082, -2.246, 2.390], [2.130, -3.146, 1.835], [0.573, -1.336, 1.615], [0.586, -3.318, 5.448], [2.193, -3.274, 4.644], [0.921, -4.418, 4.066], [-0.212, -0.433, 4.034], [-1.423, -1.651, 3.437], [-0.731, -1.791, 5.077], [1.702, -3.826, 1.081], [2.882, -2.555, 1.303], [2.654, -3.759, 2.580]],
  "homo_lumo_gap_ev": [6.7, 6.8],
  "lumo_energy_ev": [-13.44, -13.36],
  "multiplicity": 5,
  "charge": 3,
  "e_tot_ha": -1766.721856,
  "de_lowest_kcal_mol": 15.24,
  "homo_ha": [-0.74150, -0.74201]
}